A cluster of 2 separate species, C2H9O2 in total. Source: OMol25; level of theory: ωB97M-V with the def2-TZVPD basis set.

```
13
Properties=species:S:1:pos:R:3:forces:R:3:mulliken_charge:R:1
O 0.573535 -2.244423 0.312842 1.594 2.175 -0.118 -0.66
H -0.583786 -1.212134 -0.536065 0.621 0.481 1.213 0.38
H 0.693326 -3.169263 0.464776 -0.029 -1.095 0.119 0.31
H 1.492646 -1.843297 0.431303 -1.789 -0.862 -0.240 0.33
C -0.646342 0.753673 0.274704 -2.920 1.674 2.013 -0.12
O -1.043489 -0.326840 -0.674741 0.667 -2.968 -0.221 -0.30
C 0.519314 1.575976 -0.100144 1.106 1.250 0.159 -0.90
H -1.630591 1.333590 0.578874 1.901 -0.905 -1.462 0.33
H -0.524195 0.211968 1.208017 0.505 -0.545 -0.274 0.26
H -1.453281 -0.539755 -1.523552 -0.723 1.948 -0.526 0.44
H 0.344227 2.316976 -0.899078 -0.093 -0.410 0.370 0.31
H 0.849335 2.144050 0.823626 -0.650 -0.524 -0.926 0.33
H 1.409300 0.999481 -0.360563 -0.189 -0.219 -0.105 0.31
```
Forces are in eV/Å.

## Properties
Charge: +1
Frontier orbital gap: 13.0 eV

A cluster of 2 separate species, C2H9O2 in total. Source: OMol25; level of theory: ωB97M-V with the def2-TZVPD basis set.

```
13
Properties=species:S:1:pos:R:3:forces:R:3:mulliken_charge:R:1
O 0.540564 1.992810 -1.377253 0.081 -0.019 -0.287 -0.67
H 1.077196 1.229803 0.230136 -0.613 -0.099 -0.496 0.42
H 0.278882 2.845355 -1.757067 0.116 -0.107 0.280 0.33
H 0.778435 1.452619 -2.144475 0.032 0.174 0.065 0.33
C -0.219982 -0.469306 -0.044016 0.180 -0.777 -0.656 -0.16
O 0.795948 0.383069 0.672448 -0.271 -0.127 0.621 -0.32
C -0.652923 -1.600835 0.883542 -0.618 0.538 -0.039 -0.98
H -0.998022 0.152723 -0.468193 -0.113 0.347 0.525 0.38
H 0.327441 -0.865189 -0.886080 0.347 -0.024 -0.090 0.29
H 0.426242 0.537677 1.559413 0.380 0.331 0.095 0.43
H -0.212458 -1.532583 1.883080 0.134 -0.104 -0.186 0.35
H -1.737419 -1.575564 1.021104 0.159 0.021 -0.007 0.32
H -0.403905 -2.550582 0.427357 0.185 -0.155 0.175 0.27
```
Forces are in eV/Å.

## Properties
Charge: +1
Frontier orbital gap: 13.2 eV

A cluster of 3 separate species, C2H9O2S in total. Source: OMol25; level of theory: ωB97M-V with the def2-TZVPD basis set.

```
14
Properties=species:S:1:pos:R:3:forces:R:3:mulliken_charge:R:1
C 2.324733 -0.590745 -0.354854 -1.095 2.542 -0.290 -1.09
C 0.960291 0.170414 -0.899869 2.651 1.185 -0.328 -0.37
S -0.200084 0.629724 0.426572 0.584 0.100 -0.300 -0.72
H 2.927824 0.089523 0.290314 -0.698 -0.193 -0.268 0.24
H 2.030013 -1.407506 0.254577 -0.323 -0.880 0.478 0.29
H 3.027645 -0.899898 -1.115884 -0.090 -0.290 -0.653 0.36
H 1.306499 1.138493 -1.560479 -0.751 -2.237 1.563 0.17
H 0.443926 -0.497253 -1.576507 0.089 -0.215 -0.304 0.25
H -2.216664 2.337292 -0.390585 -0.913 -1.163 -0.187 0.33
H -2.200150 0.869408 -0.746827 -0.855 1.179 0.634 0.28
O -2.868143 1.618255 -0.615940 1.406 0.146 -0.400 -0.67
H -2.381006 -1.588876 1.636523 1.422 1.130 1.270 0.31
H -1.291692 -0.582340 2.215449 1.107 1.237 -1.334 0.27
O -1.863190 -1.286491 2.437511 -2.533 -2.543 0.118 -0.66
```
Forces are in eV/Å.

## Properties
Charge: -1
Frontier orbital gap: 7.3 eV

A structure of composition C2H9OPSi. Source: OMol25; level of theory: ωB97M-V with the def2-TZVPD basis set.

```
14
Properties=species:S:1:pos:R:3:forces:R:3:mulliken_charge:R:1
C 1.642534 1.174786 -0.700593 0.378 -3.529 5.557 -1.12
C -1.275157 0.400822 1.178791 2.356 1.336 -2.306 -0.90
O 0.912995 -1.498253 1.042905 3.733 0.298 1.179 -0.56
Si 0.094622 -0.456898 0.076652 0.919 2.763 -0.242 0.56
P -0.923793 -1.693098 -1.577462 1.736 -1.792 1.233 -0.12
H 1.517534 1.369767 -1.663320 -0.488 0.546 -4.319 0.35
H 1.444936 2.082055 -0.131601 0.082 -0.150 0.226 0.30
H 2.716417 0.751788 -0.467708 -2.162 0.860 -0.481 0.26
H -0.814002 1.044129 1.981204 -0.725 -0.589 -0.949 0.28
H -1.771468 0.964232 0.327719 0.013 -0.237 1.513 0.25
H -1.853687 -0.397130 1.541841 -1.054 -0.792 0.630 0.31
H 1.892870 -1.259889 1.348408 -3.449 -0.755 -1.171 0.33
H -1.512123 -0.673632 -2.153359 -0.913 2.452 -1.449 0.02
H -2.071677 -1.808680 -0.803478 -0.426 -0.411 0.579 0.03
```
Forces are in eV/Å.

## Properties
Frontier orbital gap: 9.9 eV

A cluster of 2 separate species, C2H9OS in total. Source: OMol25; level of theory: ωB97M-V with the def2-TZVPD basis set.

```
13
Properties=species:S:1:pos:R:3:forces:R:3:mulliken_charge:R:1
O 1.977836 0.462556 2.288416 -0.285 0.616 0.853 -0.54
H 2.022098 0.731105 3.212363 -0.805 0.752 0.166 0.28
H 2.696796 -0.132896 2.375556 1.263 -1.397 -0.861 0.28
H 0.485946 0.945924 0.589883 1.212 0.825 0.552 -0.02
C 0.628249 -0.338934 -1.252335 -0.243 1.925 -0.730 -0.78
S -0.552481 0.287809 0.010398 1.037 0.141 1.400 0.03
C -2.293898 -0.085769 -0.653990 -0.995 -1.822 -0.157 -0.90
H 0.374364 -1.351260 -1.529565 0.026 -0.194 -0.185 0.28
H 0.549331 0.387985 -2.159337 0.483 -1.541 1.403 0.24
H 1.641782 -0.280002 -0.757387 -1.224 -0.108 -0.760 0.28
H -3.022660 -0.037389 0.207821 0.911 0.525 -1.138 0.30
H -2.113634 -1.173417 -0.823337 -0.662 0.764 -0.651 0.27
H -2.393731 0.584289 -1.508486 -0.716 -0.485 0.110 0.28
```
Forces are in eV/Å.

## Properties
Spin multiplicity: 2
Expectation value of S²: 0.76
Frontier orbital gap (spin up / spin down): 6.2 / 9.0 eV

A cluster of 2 separate species, C2H9OS in total. Source: OMol25; level of theory: ωB97M-V with the def2-TZVPD basis set.

```
13
Properties=species:S:1:pos:R:3:forces:R:3:mulliken_charge:R:1
O -0.475386 -2.718965 -0.894831 0.917 1.444 0.800 -0.63
H -1.117088 -3.289361 -1.266833 -1.115 -0.956 -0.550 0.30
H 0.262870 -3.262164 -0.629686 0.292 -0.522 -0.038 0.33
H -0.149890 -1.230430 0.259135 0.552 0.070 0.832 0.35
C 1.583795 1.218198 0.427852 0.257 -1.403 0.945 -0.82
S 0.218706 0.058815 -0.027404 -0.372 1.623 -2.578 0.20
C -1.225480 1.107648 0.166004 -0.885 -0.831 0.207 -0.82
H 1.561846 2.018973 -0.302579 -0.592 -0.018 -0.122 0.36
H 2.521345 0.690565 0.269080 0.002 -0.088 0.313 0.35
H 1.416810 1.520207 1.454341 0.317 0.248 0.006 0.34
H -2.001432 0.788449 -0.530579 0.280 -0.062 -0.216 0.35
H -1.660383 0.975250 1.151335 0.233 0.434 0.232 0.34
H -0.935713 2.122816 -0.075834 0.115 0.061 0.168 0.33
```
Forces are in eV/Å.

## Properties
Charge: +1
Frontier orbital gap: 11.1 eV

A cluster of 3 separate species, C2H9OS in total. Source: OMol25; level of theory: ωB97M-V with the def2-TZVPD basis set.

```
13
Properties=species:S:1:pos:R:3:forces:R:3:mulliken_charge:R:1
O -2.212884 -1.288888 2.101838 -0.058 0.860 0.354 -0.58
H -2.530087 -2.033520 2.615569 -0.055 -0.379 0.030 0.31
H 4.286293 3.841749 -2.943770 0.139 -0.005 -0.167 -0.03
H -2.476227 -0.529036 2.660604 0.232 -0.463 -0.497 0.32
C 0.142846 0.351581 0.312499 0.733 1.315 0.103 -1.04
C -0.220107 -1.004304 -0.098353 -0.278 0.522 0.098 0.32
S -1.184173 -1.168063 -1.414873 0.438 -0.080 -0.222 0.04
H -0.802980 0.817704 0.603929 -0.027 0.056 0.558 0.32
H 0.498977 1.076758 -0.443283 -0.254 -0.807 -0.370 0.40
H 0.912160 0.431440 1.095994 -0.696 -0.473 0.019 0.33
H 4.758435 3.803876 -3.521814 -0.140 0.005 0.167 0.03
H 0.039295 -1.794790 0.596694 0.070 -0.425 -0.460 0.34
H -1.211548 -2.504506 -1.565034 -0.104 -0.125 0.384 0.24
```
Forces are in eV/Å.

## Properties
Charge: +1
Frontier orbital gap: 9.4 eV

A cluster of 3 separate species, C2H9OS in total. Source: OMol25; level of theory: ωB97M-V with the def2-TZVPD basis set.

```
13
Properties=species:S:1:pos:R:3:forces:R:3:mulliken_charge:R:1
O -1.589985 0.158250 -0.896282 0.090 -0.317 -0.028 -0.63
H -1.717252 0.823039 -1.583514 -0.194 -0.022 -0.013 0.34
H -2.681586 -0.902575 2.415482 0.053 0.030 0.050 0.05
H -2.345521 -0.444603 -0.953569 -0.016 0.268 0.033 0.32
C 1.340180 0.693231 0.567354 2.507 1.223 -1.382 -0.98
C 2.023154 -0.008364 -0.582447 -1.637 -1.250 0.991 0.20
S 1.214071 -1.087684 -1.515559 0.801 0.215 -0.328 0.03
H 2.180038 1.325035 0.894226 -0.776 0.243 0.573 0.33
H 0.551824 1.328421 0.161522 -0.307 -0.264 0.449 0.38
H 1.086485 0.027241 1.375352 -0.479 -0.323 0.063 0.37
H -3.100762 -1.133587 1.851817 -0.054 -0.035 -0.051 -0.05
H 3.103320 0.071628 -0.670441 -0.083 -0.035 -0.434 0.35
H -0.063961 -0.850031 -1.063947 0.095 0.267 0.076 0.29
```
Forces are in eV/Å.

## Properties
Charge: +1
Frontier orbital gap: 10.0 eV

A cluster of 2 separate species, C2H9OS in total. Source: OMol25; level of theory: ωB97M-V with the def2-TZVPD basis set.

```
13
Properties=species:S:1:pos:R:3:forces:R:3:mulliken_charge:R:1
O 2.323804 -0.110276 1.419447 0.104 -0.092 -0.221 -0.64
H 3.196417 -0.338555 1.093787 0.359 0.052 -0.203 0.33
H 2.364754 -0.416364 2.331197 -0.249 0.081 0.201 0.31
H 1.328714 0.141843 -0.482368 0.236 -0.756 -1.651 0.31
C -0.571435 -0.447919 0.742897 0.591 0.278 -0.605 -0.84
S 0.054852 0.556233 -0.662810 -1.720 1.527 2.990 0.15
C -1.518399 0.619077 -1.704953 1.437 -1.106 -1.571 -0.66
H 0.323553 -0.962036 1.066139 -0.140 -0.119 0.357 0.35
H -0.943103 0.230209 1.501800 -0.262 -0.182 0.018 0.32
H -1.277916 -1.162873 0.334836 -0.207 0.080 0.266 0.40
H -2.043400 -0.287808 -1.434897 -0.092 -0.004 -0.175 0.30
H -1.209815 0.646528 -2.749552 -0.277 -0.152 0.011 0.35
H -2.028030 1.531936 -1.455526 0.220 0.391 0.583 0.34
```
Forces are in eV/Å.

## Properties
Charge: +1
Frontier orbital gap: 10.2 eV

A cluster of 2 separate species, C2H9P3 in total. Source: OMol25; level of theory: ωB97M-V with the def2-TZVPD basis set.

```
14
Properties=species:S:1:pos:R:3:forces:R:3:mulliken_charge:R:1
C -1.715655 1.010928 0.785841 1.881 2.155 1.949 -0.48
C -1.345412 0.856627 -0.629945 -0.328 -0.667 -1.128 -0.87
P 1.966459 0.986648 0.570523 0.721 1.848 -0.041 -0.21
P 1.071703 -1.941290 0.004210 -1.367 -1.401 0.635 -0.17
P 1.899604 -0.361474 -1.069576 0.645 0.614 -2.135 0.05
H -1.864252 2.124298 1.059352 0.281 -1.490 -0.422 0.24
H -2.614010 0.522108 1.150765 0.090 -0.439 -0.321 0.32
H -0.793092 0.710467 1.469051 -1.845 0.346 -1.051 0.08
H -0.662865 1.576413 -1.182621 -1.081 -1.161 0.866 0.42
H -1.746485 -0.071978 -1.125872 0.765 1.279 0.160 0.29
H 2.969192 1.966191 0.042632 -1.178 -0.795 0.106 0.11
H 3.038950 0.290138 1.046796 0.823 -0.672 1.089 0.07
H 0.659569 -2.756984 -1.092828 0.014 0.353 0.090 0.07
H 2.138871 -2.812747 0.240380 0.579 0.030 0.204 0.08
```
Forces are in eV/Å.

## Properties
Spin multiplicity: 3
Expectation value of S²: 2.01
Frontier orbital gap (spin up / spin down): 8.6 / 7.4 eV

A structure of composition C2HAgLiO3. Source: OMol25; level of theory: ωB97M-V with the def2-TZVPD basis set.

```
8
Properties=species:S:1:pos:R:3:forces:R:3:mulliken_charge:R:1
O -0.578781 -2.023239 1.399106 -1.696 1.384 0.080 -0.48
C -0.436043 -0.770909 1.705649 5.491 -0.880 -2.939 0.10
O 0.165216 0.059643 0.893964 -2.908 -1.094 2.567 -0.43
C 0.369091 3.509468 -2.595591 0.193 -0.821 0.259 0.01
O 0.650757 2.475195 -2.239022 -0.214 1.223 -0.315 0.27
Li -0.893145 -2.538667 -0.494598 0.772 0.890 0.560 -0.24
Ag 0.939093 -0.126900 -1.452440 -0.340 -1.073 -0.193 -0.49
H -0.216187 -0.584591 2.782931 -1.298 0.371 -0.018 0.27
```
Forces are in eV/Å.

## Properties
Charge: -1
Frontier orbital gap (spin up / spin down): 3.6 / 3.6 eV

A structure of composition C2HAgNaO3. Source: OMol25; level of theory: ωB97M-V with the def2-TZVPD basis set.

```
8
Properties=species:S:1:pos:R:3:forces:R:3:mulliken_charge:R:1
O 1.949142 0.569749 -0.123077 -0.946 -0.900 0.235 -0.66
C 1.579754 -0.614079 0.049427 0.969 -0.425 -0.737 -0.10
O -2.021533 1.527048 0.302913 0.174 -0.178 -0.068 -0.56
C -1.636277 0.370476 0.153885 -0.033 0.598 -0.178 0.45
O -2.146000 -0.756396 0.094456 -1.849 0.732 0.465 -0.66
Na 0.264412 2.010818 -0.426366 -0.217 -0.292 0.226 0.96
H 2.458186 -1.275380 0.360115 -0.418 0.435 0.092 0.31
Ag -0.447682 -1.832236 -0.411356 2.320 0.030 -0.035 0.25
```
Forces are in eV/Å.

## Properties
Spin multiplicity: 2
Expectation value of S²: 0.75
Frontier orbital gap (spin up / spin down): 6.4 / 6.9 eV

| no. | energy (eV) |
| --- | --- |
| 1 | -6306.5866 |
| 2 | -6307.1169 |
| 3 | -17150.9665 |
| 4 | -21433.2411 |
| 5 | -15098.6752 |
| 6 | -15094.3491 |
| 7 | -15093.4696 |
| 8 | -15093.5463 |
| 9 | -15093.7752 |
| 10 | -30081.8050 |
| 11 | -12436.0611 |
| 12 | -16645.7867 |